23
Properties=species:S:1:pos:R:3 method="wB97M-V/def2-TZVPD" smiles=CC(C)[C@H](C)NCO gap_ev=10.1 mol_weight_g_mol=117.19 multiplicity=1 relative_energy_kcal_mol=42.03
C 0.72253 1.52804 1.66717
C -0.50990 0.94908 0.83509
C -1.12926 -0.13266 1.74218
C -0.04137 0.43778 -0.55405
C -1.25402 0.00289 -1.39508
N 0.95807 -0.61063 -0.22791
C 1.61752 -1.34100 -1.30871
O 0.75554 -2.00726 -2.27067
H 0.80531 2.60112 1.44388
H 0.32200 1.60299 2.69158
H 1.64648 0.98383 1.54903
H -1.01636 1.88826 0.61020
H -1.68789 -0.90258 1.21598
H -1.82834 0.17226 2.51174
H -0.29462 -0.57516 2.28349
H 0.54469 1.19434 -1.06399
H -1.30393 0.37847 -2.42041
H -1.40946 -1.07776 -1.46268
H -2.22543 0.32389 -0.97096
H 0.61332 -1.26622 0.46010
H 2.32354 -0.64949 -1.76962
H 2.12866 -2.18825 -0.84351
H 0.26292 -1.31197 -2.72286

8
Properties=species:S:1:pos:R:3 method="wB97M-V/def2-TZVPD" gap_ev=9.3 mol_weight_g_mol=86.05 multiplicity=1 relative_energy_kcal_mol=91.45
C 0.14169 0.20649 0.58674
H -1.46702 0.43845 1.67141
H -1.37755 -0.40682 -1.17830
N -0.43344 0.28777 1.79051
N -0.40732 0.19699 -0.60705
N 0.43416 -0.36044 -1.45792
N 1.63321 -0.31317 -1.06928
O 1.47628 -0.04927 0.26389

102
Properties=species:S:1:pos:R:3 method="wB97M-V/def2-TZVPD" smiles="COC[C@H](C)N.COC[C@H](C)N.COC[C@H](C)N.COC[C@H](C)N.ClC(Cl)Cl.ClC(Cl)Cl.CN(C)C=O.CN(C)C=O" gap_ev=8.6 mol_weight_g_mol=741.50 multiplicity=1
C 17.39157 -11.17480 -0.39379
O 16.15176 -11.61914 -0.89134
C 15.33952 -10.57848 -1.40552
C 14.99989 -9.47599 -0.42536
C 14.43361 -10.05115 0.87850
N 14.04924 -8.58700 -1.11792
H 18.09285 -12.00686 -0.44901
H 17.32646 -10.87938 0.65915
H 17.79155 -10.34123 -0.98231
H 15.84949 -10.12643 -2.27058
H 14.41638 -11.02567 -1.77496
H 15.88295 -8.88673 -0.17427
H 13.66232 -10.79843 0.67051
H 13.94332 -9.27400 1.46897
H 15.21516 -10.51153 1.48303
H 13.10207 -8.93907 -0.99239
H 14.01130 -7.70414 -0.61427
C 12.62603 -18.15623 -1.82343
O 12.38822 -17.07913 -2.68558
C 12.44574 -17.46950 -4.04141
C 12.15896 -16.23922 -4.91229
C 13.13904 -15.11802 -4.64444
N 10.79854 -15.70974 -4.65819
H 12.75125 -17.73503 -0.82577
H 13.54901 -18.68822 -2.08514
H 11.81554 -18.89343 -1.78997
H 13.40296 -17.94033 -4.29755
H 11.64033 -18.19010 -4.25696
H 12.21448 -16.51882 -5.96489
H 13.04643 -14.35207 -5.41967
H 14.17820 -15.45726 -4.74383
H 13.05433 -14.62279 -3.67942
H 10.10091 -16.43104 -4.82338
H 10.75823 -15.56169 -3.65072
C 16.11850 -8.60879 -8.18614
O 16.82719 -9.81643 -8.04805
C 18.00528 -9.67379 -7.30570
C 18.66201 -11.03521 -7.13905
C 19.99725 -10.82050 -6.45748
N 18.89913 -11.70952 -8.43284
H 15.22409 -8.81414 -8.77070
H 16.70381 -7.85649 -8.73307
H 15.83857 -8.18320 -7.21581
H 18.72278 -8.99087 -7.78556
H 17.76832 -9.26656 -6.30949
H 18.02672 -11.70213 -6.55187
H 20.68231 -10.30953 -7.14704
H 20.52636 -11.74134 -6.20110
H 19.95193 -10.20852 -5.55493
H 19.69993 -11.26493 -8.87366
H 18.10304 -11.54432 -9.03989
C 23.97313 -12.55879 -5.30684
O 23.88294 -13.80577 -5.93457
C 22.84472 -13.87710 -6.90460
C 21.55344 -14.38877 -6.31688
C 21.65570 -15.80317 -5.81459
N 20.52083 -14.31149 -7.36266
H 24.72672 -12.64722 -4.52426
H 23.02440 -12.22674 -4.86805
H 24.32352 -11.78285 -6.00413
H 22.71863 -12.89378 -7.38310
H 23.17556 -14.52631 -7.72005
H 21.24292 -13.71501 -5.49867
H 21.96786 -16.49191 -6.60387
H 20.69290 -16.12712 -5.42439
H 22.42372 -15.89012 -5.04319
H 19.68136 -14.78413 -7.04005
H 20.17685 -13.37252 -7.54609
Cl 17.90528 -13.58228 2.30296
C 19.19825 -14.64994 1.76785
Cl 19.94445 -14.04133 0.28301
Cl 18.60569 -16.27926 1.53156
H 19.97428 -14.63871 2.52037
Cl 16.76445 -19.18963 -3.62404
C 17.42587 -18.96305 -2.01405
Cl 17.43429 -17.26415 -1.56490
Cl 19.07458 -19.64044 -1.93062
H 16.85994 -19.51652 -1.27782
C 18.98279 -17.92020 -6.53402
N 20.15661 -18.76566 -6.44411
C 20.54337 -19.24255 -5.15261
C 20.94296 -18.99896 -7.52435
O 21.97565 -19.62590 -7.52664
H 19.06187 -17.15735 -7.31024
H 18.76250 -17.43012 -5.59427
H 18.12914 -18.52719 -6.86880
H 20.88535 -18.43967 -4.48594
H 19.68202 -19.69499 -4.66062
H 21.35595 -19.95717 -5.23420
H 20.49647 -18.54959 -8.43462
C 16.94150 -14.01094 -2.19389
N 17.64826 -13.90562 -3.45702
C 18.78243 -13.01305 -3.48612
C 17.46939 -14.80881 -4.43937
O 18.17157 -14.91901 -5.42852
H 17.62878 -14.29690 -1.39250
H 16.13008 -14.72988 -2.28022
H 16.50417 -13.04462 -1.92681
H 18.43319 -11.97666 -3.44224
H 19.38247 -13.16778 -2.58072
H 19.40855 -13.17719 -4.35435
H 16.58426 -15.44873 -4.28196

94
Properties=species:S:1:pos:R:3 method="wB97M-V/def2-TZVPD" gap_ev="6.1 / 6.2" mol_weight_g_mol=899.89 charge=+1 multiplicity=1 relative_energy_kcal_mol=31.39
Rh 0.47569 0.21298 -0.35586
C 1.69758 0.22945 2.80542
P 0.43577 -0.64742 1.79038
C 1.21978 -2.27898 1.74286
N 1.47249 -2.93773 2.84614
C 2.14834 -4.08310 2.87549
C 2.44169 -4.76032 4.05263
C 3.19121 -5.92294 4.02913
C 3.65059 -6.43355 2.82490
C 3.37561 -5.78455 1.63139
C 2.62871 -4.61280 1.61204
N 2.36622 -3.90599 0.50850
C 1.70361 -2.77650 0.52436
P 1.51691 -1.75603 -0.96469
C 1.17084 -2.91633 -2.32628
C 3.32376 -1.27877 -1.33474
C 3.36666 -0.60864 -2.70896
C 3.72664 -0.26706 -0.26052
C 4.28732 -2.46511 -1.31557
C -1.00566 -0.73910 3.01625
C -2.22222 -1.34195 2.31959
C -1.30648 0.71666 3.39201
C -0.65490 -1.55143 4.25637
H 1.83895 -0.26730 3.76384
H 1.37567 1.25680 2.95675
H 2.64918 0.24868 2.27908
H 2.07005 -4.35380 4.98019
H 3.41754 -6.42900 4.95365
H 4.22852 -7.34381 2.81101
H 3.73928 -6.17657 0.69453
H 2.09450 -3.45074 -2.54312
H 0.83365 -2.36948 -3.20616
H 0.41657 -3.64212 -2.03100
H 2.67201 0.22930 -2.74862
H 3.11549 -1.31265 -3.49882
H 4.37112 -0.23250 -2.90541
H 2.95858 0.52226 -0.17637
H 4.66997 0.21091 -0.52312
H 3.84525 -0.76994 0.70105
H 4.24553 -3.03746 -2.23947
H 4.08255 -3.14194 -0.48686
H 5.30570 -2.09220 -1.20915
H -2.49054 -0.77133 1.43130
H -3.07492 -1.33260 2.99586
H -2.02647 -2.37158 2.03555
H -1.15808 1.35279 2.52192
H -0.66076 1.07310 4.19087
H -2.33829 0.80992 3.72539
H -0.30300 -2.54753 3.99317
H -1.53957 -1.66169 4.88039
H 0.10594 -1.05558 4.85378
O -0.26062 3.15726 -3.09402
S 0.30374 1.82271 -3.28741
N 0.69736 1.13568 -1.99229
O -1.06802 -4.23150 1.53528
S -1.16748 -4.08479 0.11357
O -0.36563 -4.96526 -0.68306
N -0.83198 -2.49120 -0.30547
C -1.86025 -1.95638 -0.90115
S -1.87562 -0.35160 -1.40064
C -3.03506 -2.80583 -1.07417
C -4.22321 -2.47782 -1.71068
C -5.21690 -3.44012 -1.76806
C -5.03154 -4.68582 -1.18284
C -3.84151 -5.01667 -0.53829
C -2.85625 -4.06085 -0.50339
H -4.34699 -1.50421 -2.15681
H -6.14707 -3.22748 -2.27447
H -5.82473 -5.41350 -1.22969
H -3.69259 -5.98530 -0.08632
O -0.21338 2.08951 0.54403
S -0.63950 3.20647 -0.39963
C -0.92886 4.61113 0.69431
C -1.36616 4.46011 1.99537
C -1.57431 5.58407 2.77450
C -1.35014 6.84529 2.24726
C -0.91702 6.98905 0.93845
C -0.69385 5.86634 0.15958
C -2.39451 2.90375 -0.66020
C -3.10359 2.16066 0.26493
C -4.45559 1.94687 0.07375
C -5.08152 2.45848 -1.05069
C -4.35787 3.18778 -1.98203
C -3.00666 3.42064 -1.78618
H -1.53623 3.47560 2.39682
H -1.91620 5.46353 3.79128
H -1.52140 7.71773 2.85837
H -0.74958 7.97429 0.53261
H -0.34544 5.95287 -0.85708
H -2.60225 1.74389 1.12121
H -5.01556 1.37262 0.79828
H -6.13568 2.28117 -1.19732
H -4.83891 3.56807 -2.86941
H -2.43135 3.98159 -2.50603

8
Properties=species:S:1:pos:R:3 method="wB97M-V/def2-TZVPD" gap_ev="6.5 / 6.6" mol_weight_g_mol=112.24 multiplicity=1 relative_energy_kcal_mol=55.28
C -0.68567 0.69814 -0.39847
S 0.13373 -2.17140 -0.72594
S -1.74950 -0.80250 -0.33779
S -3.25473 -0.12029 0.62441
H 0.30457 0.31607 -0.46451
H -0.73554 1.48043 0.49586
H -0.87524 1.25556 -1.27496
H -0.73360 -3.11628 -0.41778

93
Properties=species:S:1:pos:R:3 method="wB97M-V/def2-TZVPD" gap_ev="4.8 / 4.8" mol_weight_g_mol=1391.87 charge=+1 multiplicity=1 relative_energy_kcal_mol=24.13
Pd -1.71426 0.22007 0.10140
I 0.73812 9.67652 0.14277
C 0.08833 7.67128 -0.04490
C 0.99368 6.63877 0.14820
C 0.55465 5.33154 0.07150
C -0.78609 5.04910 -0.18540
C -1.67452 6.09465 -0.40721
C -1.24000 7.40645 -0.33987
C -1.22400 3.63424 -0.16865
C -1.62532 3.11677 1.08578
C -1.62907 3.85582 2.29854
C -1.74573 2.94214 3.31895
C -1.84591 1.66482 2.71059
C -1.88184 0.42502 3.42299
C -1.14230 0.38638 4.70226
C -1.69375 0.37101 5.97634
C -0.87297 0.29026 7.08902
C 0.50045 0.20567 6.92554
I 1.75612 0.06804 8.62211
C 1.06577 0.20888 5.65902
C 0.24614 0.31027 4.55486
C -2.31315 -0.78414 2.88553
N -2.45699 -1.04316 1.55477
C -2.74691 -2.37209 1.42960
C -2.64475 -3.11538 0.25700
C -2.73576 -4.58819 0.35407
C -3.93233 -5.28939 0.46037
C -3.92627 -6.66839 0.58393
C -2.71729 -7.34606 0.63318
I -2.69465 -9.44588 0.89154
C -1.51505 -6.66422 0.51214
C -1.53066 -5.29360 0.35932
C -2.16878 -2.59892 -0.97654
C -1.95512 -3.38077 -2.13960
C -1.30217 -2.57675 -3.04333
C -1.15323 -1.30870 -2.42835
N -1.71178 -1.32740 -1.18994
C -0.53304 -0.18222 -3.05048
C -0.65784 1.13134 -2.60999
C -0.15626 2.29335 -3.30284
C -0.39292 3.36284 -2.50931
C -1.00334 2.86349 -1.30361
N -1.19697 1.51642 -1.41898
C 0.41167 -0.46330 -4.14365
C 0.21524 -0.08223 -5.47038
C 1.16534 -0.38388 -6.42990
C 2.33899 -1.03036 -6.06175
I 3.74157 -1.55665 -7.55465
C 2.56966 -1.38002 -4.73829
C 1.59443 -1.12225 -3.79703
C -2.91692 -2.94235 2.74415
C -2.60503 -1.97733 3.63987
N -1.82408 1.79240 1.36034
H 2.02867 6.85024 0.36933
H 1.24796 4.51924 0.23468
H -2.70970 5.87929 -0.62465
H -1.93594 8.21465 -0.50323
H -1.52466 4.91885 2.37331
H -1.77483 3.13234 4.37262
H -2.76323 0.43735 6.10662
H -1.30295 0.29099 8.07830
H 2.13430 0.12770 5.53323
H 0.67062 0.30618 3.55947
H -4.87254 -4.76065 0.42526
H -4.85713 -7.21193 0.64343
H -0.57531 -7.19460 0.53979
H -0.60257 -4.74882 0.26939
H -2.25169 -4.40203 -2.26876
H -0.98173 -2.83162 -4.03264
H 0.30184 2.27814 -4.27062
H -0.15900 4.39220 -2.69896
H -0.70333 0.40462 -5.76369
H 0.99208 -0.12757 -7.46544
H 3.48965 -1.85859 -4.44097
H 1.75537 -1.40504 -2.76721
H -3.19518 -3.95950 2.93461
H -2.59582 -2.04110 4.70997
F 6.22508 -1.61787 -3.17204
C 6.52650 -0.74060 -2.18647
F 7.47590 -1.31762 -1.44587
F 7.08165 0.31696 -2.78904
C 5.28601 -0.39489 -1.41365
C 4.44926 0.60879 -1.89254
C 3.23541 0.83213 -1.28081
C 2.85164 0.03812 -0.19383
C 3.72863 -0.92156 0.32169
C 4.94162 -1.14363 -0.29352
C 1.53056 0.12810 0.29089
C 0.39186 0.03044 0.71769
H 4.74396 1.18988 -2.75417
H 2.56658 1.59711 -1.64578
H 3.42879 -1.50888 1.17521
H 5.60851 -1.91072 0.06733